{"formula": "C37H87AsF9N9O9PbSTl", "method": "wB97M-V/def2-TZVPD", "symbols": ["Pb", "Tl", "As", "F", "F", "F", "F", "F", "F", "C", "F", "F", "F", "S", "O", "O", "O", "C", "C", "N", "C", "C", "C", "C", "H", "H", "H", "H", "H", "H", "H", "H", "H", "H", "H", "H", "H", "H", "H", "C", "C", "N", "C", "C", "C", "C", "H", "H", "H", "H", "H", "H", "H", "H", "H", "H", "H", "H", "H", "H", "H", "C", "C", "N", "C", "C", "C", "C", "H", "H", "H", "H", "H", "H", "H", "H", "H", "H", "H", "H", "H", "H", "H", "C", "C", "O", "N", "C", "H", "H", "H", "H", "H", "H", "H", "C", "C", "O", "N", "C", "H", "H", "H", "H", "H", "H", "H", "C", "C", "O", "N", "C", "H", "H", "H", "H", "H", "H", "H", "C", "C", "O", "N", "C", "H", "H", "H", "H", "H", "H", "H", "C", "C", "O", "N", "C", "H", "H", "H", "H", "H", "H", "H", "C", "C", "O", "N", "C", "H", "H", "H", "H", "H", "H", "H"], "coordinates": [[6.564, 12.352, -16.220], [11.221, 10.829, -11.118], [10.236, 10.344, -15.677], [9.999, 9.777, -17.370], [10.564, 12.014, -16.324], [10.532, 10.843, -13.981], [9.799, 8.708, -15.131], [11.993, 9.933, -15.821], [8.499, 10.919, -15.584], [8.025, 14.905, -12.377], [8.330, 15.145, -11.064], [6.810, 15.477, -12.553], [8.899, 15.462, -13.204], [7.823, 13.023, -12.759], [6.627, 12.591, -12.036], [7.695, 12.919, -14.217], [9.073, 12.393, -12.260], [2.729, 20.788, -14.590], [4.043, 21.136, -15.199], [5.188, 20.273, -14.827], [4.888, 18.903, -15.219], [5.911, 17.867, -14.892], [6.427, 20.717, -15.465], [6.882, 22.111, -15.024], [2.933, 20.555, -13.544], [2.327, 19.936, -15.139], [1.980, 21.579, -14.591], [3.887, 21.110, -16.277], [4.225, 22.158, -14.867], [4.005, 18.630, -14.641], [4.612, 18.905, -16.273], [6.868, 17.878, -15.413], [6.199, 17.898, -13.841], [5.504, 16.884, -15.131], [6.280, 20.690, -16.545], [7.274, 20.109, -15.146], [6.203, 22.930, -15.261], [7.884, 22.281, -15.419], [6.933, 22.211, -13.939], [10.314, 18.904, -13.943], [11.075, 19.444, -12.708], [10.214, 20.054, -11.620], [9.184, 19.156, -11.084], [9.872, 18.027, -10.345], [9.587, 21.290, -12.137], [9.015, 22.111, -10.958], [11.001, 18.548, -14.711], [9.676, 19.663, -14.395], [9.706, 18.034, -13.694], [11.725, 18.643, -12.356], [11.793, 20.191, -13.049], [8.593, 19.683, -10.335], [8.498, 18.877, -11.884], [10.323, 17.221, -10.924], [10.631, 18.441, -9.681], [9.105, 17.539, -9.744], [8.815, 21.146, -12.893], [10.341, 21.869, -12.671], [9.715, 22.156, -10.123], [8.124, 21.700, -10.481], [8.753, 23.129, -11.244], [4.833, 19.368, -11.308], [3.711, 18.982, -10.291], [3.855, 17.610, -9.802], [2.595, 17.114, -9.187], [1.374, 16.984, -10.140], [5.029, 17.407, -8.931], [5.417, 15.908, -8.850], [4.828, 18.599, -12.081], [5.789, 19.365, -10.785], [4.720, 20.385, -11.683], [3.750, 19.646, -9.428], [2.786, 19.090, -10.858], [2.718, 16.165, -8.665], [2.351, 17.814, -8.388], [0.489, 16.512, -9.714], [0.991, 17.969, -10.407], [1.663, 16.556, -11.100], [4.807, 17.844, -7.957], [5.951, 17.828, -9.332], [6.229, 15.835, -8.126], [5.869, 15.584, -9.787], [4.589, 15.226, -8.658], [3.105, 9.909, -16.770], [3.663, 10.295, -15.400], [4.799, 10.767, -15.400], [2.862, 10.251, -14.310], [3.231, 10.797, -12.980], [3.891, 9.398, -17.326], [2.844, 10.805, -17.333], [2.230, 9.266, -16.673], [1.872, 10.191, -14.501], [4.284, 11.077, -12.955], [3.028, 10.053, -12.210], [2.660, 11.703, -12.782], [8.801, 16.060, -16.449], [7.493, 15.641, -17.104], [6.772, 14.798, -16.578], [7.176, 16.331, -18.187], [5.826, 16.243, -18.805], [9.044, 15.311, -15.696], [8.578, 17.061, -16.077], [9.554, 16.053, -17.237], [7.830, 17.022, -18.527], [5.189, 16.859, -18.170], [5.487, 15.207, -18.830], [5.813, 16.679, -19.804], [9.178, 14.529, -7.865], [10.495, 14.142, -8.591], [10.401, 13.191, -9.353], [11.615, 14.833, -8.464], [11.915, 15.923, -7.521], [8.998, 15.596, -7.734], [9.200, 14.032, -6.896], [8.319, 14.192, -8.446], [12.402, 14.506, -9.006], [11.405, 15.740, -6.575], [11.589, 16.903, -7.868], [12.989, 15.904, -7.338], [11.310, 14.222, -14.556], [11.856, 14.362, -13.135], [11.599, 13.553, -12.279], [12.658, 15.382, -12.871], [13.359, 15.713, -11.624], [10.298, 13.842, -14.419], [11.937, 13.582, -15.178], [11.141, 15.167, -15.072], [13.037, 15.944, -13.620], [13.499, 14.927, -10.881], [12.852, 16.540, -11.127], [14.372, 16.065, -11.817], [8.131, 10.774, -7.210], [7.913, 11.100, -8.681], [8.775, 10.818, -9.475], [6.776, 11.728, -9.029], [5.848, 12.430, -8.129], [9.057, 10.268, -6.940], [7.443, 9.975, -6.933], [7.926, 11.639, -6.579], [6.699, 12.027, -9.991], [5.669, 11.895, -7.197], [4.891, 12.595, -8.624], [6.357, 13.328, -7.781], [3.090, 15.330, -14.511], [3.998, 14.172, -14.136], [4.619, 13.567, -14.999], [4.250, 13.849, -12.869], [3.691, 14.498, -11.704], [3.462, 16.276, -14.116], [2.096, 15.172, -14.094], [2.981, 15.427, -15.591], [4.932, 13.112, -12.770], [3.954, 15.555, -11.680], [4.018, 13.999, -10.791], [2.606, 14.407, -11.762]], "atomic_forces_ev_per_a": [[-0.075, 0.061, 0.878], [-0.619, 0.730, -0.129], [2.356, -0.941, -1.431], [-0.183, 0.886, 1.848], [-0.462, -1.660, 0.848], [-0.519, -0.255, -1.573], [0.173, 1.897, -0.288], [-2.233, 0.579, 0.342], [0.623, -0.748, -0.099], [-0.864, -0.959, 0.719], [0.175, -0.426, -1.613], [0.282, 0.157, -0.271], [-0.202, 0.070, 0.671], [3.304, -2.475, 2.219], [0.066, 0.827, -0.347], [-0.493, 1.046, 0.021], [-2.941, 1.942, -1.066], [-0.351, -0.987, 0.547], [0.720, 0.847, -0.119], [-0.172, 0.035, 0.444], [-0.449, 0.661, 0.443], [0.862, -0.733, 0.081], [-0.157, 1.105, 0.821], [-0.413, 0.249, 0.252], [-0.347, -0.361, 0.207], [-0.390, -0.156, 0.475], [0.290, 0.147, -0.305], [0.343, 0.315, -0.487], [0.552, -0.012, -0.352], [-0.276, -0.119, -0.207], [-0.090, -0.335, -0.503], [-0.170, 0.535, -0.313], [-0.203, -0.061, 0.200], [-0.075, -0.148, 0.204], [0.363, -0.086, -0.437], [-0.318, -0.628, -0.276], [0.157, -0.064, -0.680], [-0.129, 0.303, -0.093], [0.217, -0.515, 0.204], [0.073, -0.024, 0.335], [-0.747, -0.033, -0.078], [0.188, 0.248, -1.547], [1.392, 0.278, -0.182], [-0.631, -0.672, 0.287], [0.177, 0.323, 1.165], [0.096, 0.064, 0.010], [0.214, 0.168, 0.010], [-0.031, 0.024, -0.015], [-0.185, 0.009, 0.150], [-0.292, -0.112, 0.585], [-0.240, 0.353, 0.166], [0.102, 0.273, -0.118], [-0.294, -0.585, -0.134], [0.041, 0.224, -0.386], [-0.053, 0.054, -0.012], [0.065, -0.234, 0.321], [-0.406, -0.461, -0.066], [0.223, 0.086, 0.288], [0.380, 0.122, -0.250], [-0.251, -0.240, -0.424], [0.112, -0.006, -0.135], [0.030, -0.509, 1.293], [0.823, 0.266, -2.454], [-0.907, 1.631, 2.657], [-1.112, -1.216, -0.646], [0.458, 1.299, -0.459], [0.908, -2.088, -1.057], [0.015, 0.315, -0.146], [0.164, 0.425, -0.296], [0.166, -0.109, -0.235], [-0.358, -0.290, -0.224], [-0.160, -0.055, 0.251], [-0.230, -0.128, 0.595], [0.583, 0.016, -0.278], [0.146, 0.438, 0.008], [0.537, -0.473, 0.243], [0.113, 0.194, 0.065], [-0.081, -0.463, 0.212], [-0.245, 0.024, 0.057], [-0.538, 0.782, -0.167], [-0.320, -0.235, 0.283], [-0.078, 0.174, -0.193], [0.191, 0.118, 0.451], [-0.246, -0.457, 0.839], [-0.659, 0.891, -1.027], [0.896, -0.123, 0.769], [0.475, 0.445, 0.055], [-0.054, -0.209, -0.614], [-0.098, -0.077, 0.133], [-0.054, 0.099, 0.185], [0.009, 0.012, -0.222], [0.135, -0.418, 0.040], [-0.050, -0.338, -0.206], [0.033, 0.048, -0.081], [-0.132, -0.092, 0.006], [-0.789, -0.794, -0.847], [1.504, 0.878, 0.553], [-0.952, -0.874, -0.100], [-1.047, -0.176, -1.097], [0.671, 0.482, 0.583], [0.022, 0.463, 0.069], [0.674, -0.062, 0.302], [0.287, 0.323, 0.251], [-0.134, -0.125, 0.048], [-0.439, -0.255, -0.119], [0.048, 0.198, 0.019], [0.276, -0.188, 0.091], [0.716, 0.412, 0.032], [-2.395, -0.596, -0.887], [0.498, -0.414, -0.050], [1.301, 1.379, 0.791], [-0.445, -0.618, 0.046], [0.474, 0.175, 0.271], [-0.223, 0.098, 0.111], [0.399, -0.473, -0.118], [-0.318, -0.193, -0.065], [0.110, -0.039, 0.052], [0.161, -0.012, -0.241], [-0.147, 0.212, 0.016], [-0.416, 0.586, 0.569], [-0.036, -0.520, -1.108], [-0.381, -1.197, 1.182], [2.046, 2.089, 0.222], [-0.067, 0.185, 0.340], [0.333, -0.680, -0.244], [-0.243, -0.143, 0.214], [0.558, 0.277, 0.103], [-0.518, -0.251, -0.257], [-0.477, -0.428, -0.515], [-0.158, 0.010, 0.128], [-0.058, -0.025, -0.430], [-0.896, -0.543, 0.247], [1.081, -0.105, 1.570], [0.601, -0.625, -1.381], [-1.551, 0.565, 0.082], [1.184, -0.591, 0.405], [0.428, 0.747, -0.653], [-0.663, 0.214, 0.090], [0.144, -0.102, 0.148], [0.384, -0.238, -0.250], [-0.155, -0.429, -0.272], [0.190, 0.174, 0.006], [-0.500, 0.589, -0.179], [-0.365, -0.362, 0.370], [0.536, 0.850, -0.065], [0.381, -0.639, -1.534], [-0.654, 0.435, 0.419], [-0.396, -0.359, -0.463], [0.136, -0.034, 0.109], [-0.112, 0.047, 0.080], [0.253, -0.221, 0.127], [0.367, 0.074, 0.342], [0.131, 0.161, 0.155], [0.155, 0.042, -0.181], [-0.159, 0.169, 0.272]], "mulliken_charge": [1.67, 1.11, 2.03, -0.51, -0.49, -0.53, -0.48, -0.52, -0.57, -0.21, 0.03, -0.01, -0.01, 0.25, -0.98, 0.15, -0.15, -1.14, -0.50, 0.63, -1.14, 0.49, 0.26, -1.60, 0.08, 0.25, 0.43, 0.37, 0.40, 0.20, 0.47, -0.11, -0.19, -0.10, 0.35, -0.35, 0.42, 0.43, 0.33, -0.50, -0.93, -0.01, -0.05, -1.08, -0.22, -1.43, 0.59, 0.17, 0.01, 0.10, 0.55, 0.44, 0.01, -0.05, 0.37, 0.33, 0.06, 0.50, 0.41, 0.23, 0.45, -0.68, -0.62, 0.89, -0.58, -1.29, -0.67, -0.63, -0.07, 0.12, 0.51, 0.30, 0.47, 0.47, 0.49, 0.41, 0.44, 0.25, 0.37, 0.11, 0.38, -0.08, 0.41, -1.24, 0.70, -0.58, -0.16, -0.52, 0.33, 0.28, 0.39, 0.24, -0.09, 0.38, 0.25, -0.07, 0.13, -0.24, -0.12, -0.59, -0.74, 0.25, 0.58, 0.26, 0.12, 0.18, 0.36, -0.59, 0.24, -0.43, -0.06, -0.87, 0.52, 0.59, -0.53, 0.25, 0.35, 0.15, 0.38, -0.17, 0.27, -0.44, -0.13, -0.95, -0.57, 0.53, 0.31, 0.29, 0.23, 0.21, 0.44, -1.45, 0.64, -0.44, 0.23, -0.96, 0.32, 0.42, 0.32, -0.02, 0.46, 0.28, 0.25, -1.32, 0.42, -0.26, 1.16, -0.89, 0.01, 0.48, 0.33, -0.54, 0.06, 0.14, 0.52], "s2": 0.754, "charge": 2, "homo_ev": [-12.22, -12.22], "multiplicity": 2}